Here is a single C8H17NOS molecule in a non-equilibrium geometry from OMol25. Energies are from wB97M-V/def2-TZVPD.

Orbital gap (alpha / beta) = 7.8 / 8.0 eV
Relative energy (zero: lowest compared OMol25 entry of this formula, charge and spin) = 5.759 eV

Element x y z (Å)
H 1.3618 -1.5414 -1.4657
H -0.4622 -3.1901 -1.1004
H -1.0757 -2.4790 1.1769
H 1.7794 0.0613 2.0033
H -0.4087 1.7145 1.4415
C 0.2189 2.0141 0.5484
H -1.0686 -1.7509 -1.7553
H 0.7393 3.0594 0.5898
H 1.0412 -1.9402 0.2220
H -2.5261 -2.7524 0.0732
C -0.5716 -2.1624 -0.9593
H 2.3238 2.6682 -0.5468
N 0.4253 0.0052 -0.5873
H -3.8704 -0.1797 -1.1800
H 2.5216 1.6355 1.6910
H -0.5876 2.2946 -0.2255
C -3.6484 -0.3074 -0.0431
C 0.7227 -1.3724 -0.6452
H 3.1121 0.1857 0.7015
H 2.9765 1.2236 -1.3678
C 1.2298 1.0133 0.0351
C -1.6396 -2.0623 0.2233
H -4.1946 0.3221 0.5714
O -2.1349 -0.2221 2.0353
H 1.4894 1.7116 -2.0933
C 2.0453 1.6958 -1.1231
S -2.0302 -0.3425 0.5872
C 2.2313 0.6979 1.1929

Löwdin atomic charge list, values in e, 2 entries:
1 H 0.113
2 H 0.086

=====

Here is 4 unconnected molecules or ions with the total composition C38H64N5O3 in a non-equilibrium geometry from OMol25. Energies are from wB97M-V/def2-TZVPD.

2S+1 = 4
Orbital gap (alpha / beta) = 8.2 / 8.2 eV

Element x y z (Å)
C 4.5843 3.6412 -6.5733
H 3.1967 4.4561 0.3605
N 0.3714 3.6169 1.3807
H 1.9433 0.4555 -3.8823
H -5.9603 -4.6880 -0.9426
H 1.2858 2.4485 -6.9020
H -3.0259 -1.8690 1.2080
H 2.6156 2.8659 -8.1917
H 4.0236 -2.4590 9.0125
H 1.5365 0.4061 4.3155
C 3.6459 2.6140 1.4092
H -3.0133 -0.6027 -0.0243
H 2.6359 4.3428 2.0569
H -7.1434 -4.2622 0.2818
C 2.4873 2.2060 -5.0455
H -7.6063 -4.3597 -1.4158
H -8.6736 -2.2782 -0.8981
H -1.9342 3.9104 2.5559
C -3.1826 2.8698 1.1976
H 3.4405 1.1998 3.0144
H 4.5310 -1.1933 7.8902
H 5.4073 3.6896 -5.8532
C -0.8864 2.3866 -0.2836
C 3.3863 4.3958 -5.9973
C 2.7605 3.8070 1.1200
N 0.2315 2.1269 -1.0321
H -3.9868 -4.2749 0.5448
C 1.4378 -2.2994 4.3881
N 3.6168 1.4995 -5.7276
C 0.6920 -0.0263 4.8532
H 2.9309 1.1238 -8.2568
C 1.0887 -1.3289 5.5365
H 4.9359 4.1342 -7.4824
C 3.6699 -1.6329 8.3945
H -0.8845 -2.1735 5.6251
C -0.8101 3.1209 0.9082
H -4.2022 1.7366 -0.3670
C -6.3738 -2.2009 -2.3927
C -3.8815 -2.1073 -2.1361
H 3.2406 -0.8831 9.0554
H 1.7315 -3.5638 8.7350
C -0.0967 -1.8864 6.3251
C 2.6582 -2.1676 7.3874
C -3.6579 -3.9348 -0.4380
H 2.8601 -3.7318 5.8191
H 3.6916 5.4061 -5.7181
H 6.3093 1.5155 -6.4666
C 4.2733 2.1778 -6.8917
H 3.5950 3.7118 -3.9752
H -4.9425 -2.3278 -3.9981
H 2.2422 2.4072 -1.1023
H 5.9822 1.8800 -8.1542
H -0.1026 -0.2168 4.1317
C -6.8122 -4.0499 -0.7354
H -1.9460 -1.9830 -0.1814
H -7.9287 -2.0423 0.6855
H 2.9516 1.6046 -3.0013
H 4.6791 2.6393 1.0847
C -3.9949 -2.4436 -0.6488
H 2.2935 0.9303 1.5728
H -7.8002 -0.7898 -0.5529
H -2.1596 1.3208 -1.6306
O 2.1149 0.0246 7.0637
O 4.5107 1.1674 -4.8578
H -4.9989 -3.7600 -2.9984
H 2.6002 4.5112 -6.7487
H -3.8563 -1.0197 -2.2620
C 1.3274 2.6036 -0.5594
H -4.0804 -4.5908 -1.1960
C -5.0366 -2.6676 -2.9651
H -2.5790 -4.0767 -0.4934
C 3.3908 -3.3151 6.6681
C -1.9907 3.3444 1.6383
H -6.4507 -1.1165 -2.5227
C 2.1491 1.5158 -3.7311
H 4.3674 -2.9817 6.3149
C -7.8060 -1.8643 -0.3832
C 1.4349 -2.7009 8.1356
H -4.0768 3.0638 1.7711
H 1.2574 1.9696 -3.3033
H 0.8220 1.0905 -5.8907
O -5.4306 -0.8391 0.1139
C -3.2629 2.1307 -0.0107
H 1.9597 4.1831 -4.3859
C -2.1256 1.8931 -0.7148
H 0.5483 -3.9439 6.6008
H 0.3152 0.7152 5.5544
H -0.5142 -1.0979 6.9590
H 3.5521 -4.1361 7.3679
H 0.7147 -2.1852 3.5807
C 5.5594 1.4411 -7.2509
H 4.0086 2.2737 -9.0409
H 2.4263 -2.0837 3.9802
H -7.1987 -2.6372 -2.9590
C 1.4036 3.3494 0.6537
N -5.3561 -2.1069 -0.1196
H 5.3642 0.3854 -7.4441
C 1.1925 2.1162 -5.8737
C 2.8424 3.6678 -4.7699
N 2.2692 -1.0879 6.4278
C -2.9416 -1.6736 0.1374
H -2.9294 -2.4867 -2.5134
H 1.3971 -3.3483 4.6738
C 3.0983 1.4923 2.0290
H 1.0851 -1.9411 8.8418
H 0.4252 2.7395 -5.4128
C -6.5476 -2.5436 -0.9118
C 0.2800 -3.0752 7.2086
H -0.5845 -3.3751 7.8039
C 3.3934 2.1064 -8.1570

Löwdin atomic charge list, values in e, 2 entries:
1 C -0.135
2 H 0.112

=====

Here is a molecular structure, C17H24BeN2O4S5 from OMol25. Energies are from wB97M-V/def2-TZVPD.

Orbital gap = 8.5 eV
Relative energy (zero: lowest compared OMol25 entry of this formula, charge and spin) = 0.000 eV

Element x y z (Å)
S 1.4983 3.6012 3.9280
O 1.0889 1.2003 0.2654
C 2.1477 0.1451 5.8969
C 2.0324 2.4053 5.1187
H -3.6449 2.5012 1.0568
H -3.6977 0.7633 0.8390
C 2.2952 0.8057 0.6143
N 0.1366 0.7397 -2.2450
C 1.7535 1.0564 4.9353
S -2.0086 1.7835 -0.4925
H 2.3507 -0.9125 8.5432
C 2.8142 0.5602 7.0497
H 4.2834 1.5655 0.5944
H 2.9346 3.8900 6.3612
C -2.7218 -0.8656 -1.1361
H -3.3823 -1.0524 -0.2910
H -0.4142 -2.5533 1.2728
H -3.0515 -1.5064 -1.9535
H -2.0989 -1.9468 2.9503
O 2.5767 -0.3401 0.8860
H -2.0153 -3.0569 0.7507
O 2.2906 4.7742 4.1461
H 1.1218 2.4266 2.0753
C 3.2813 1.9518 0.7686
C -2.0233 -1.3351 2.0505
H 3.8064 0.0240 8.8842
N 1.8650 2.9963 2.4647
C -3.0269 1.6043 1.0089
H 1.2449 0.7137 4.0438
S 0.4485 0.3937 -4.9816
S -1.0498 -1.3891 -0.6362
H -3.8620 0.8760 -1.7060
H 3.5397 1.7683 2.8966
C -2.8164 0.5898 -1.5895
C 0.2898 0.5970 -3.4038
C 3.2264 -0.4441 8.0905
H -3.0383 -1.0397 1.7867
H 3.8304 -1.2382 7.6496
C -1.3904 -2.1853 0.9537
C 3.2241 2.5331 2.1793
Be -0.0199 0.7280 -0.6345
H 1.9420 -0.9084 5.7480
O 0.0620 3.6666 3.9603
C 2.7070 2.8393 6.2479
H -1.7345 2.3677 2.5716
C 3.0884 1.9129 7.2085
H -3.0317 1.3285 3.1185
H -2.3212 0.7326 -2.5472
H 3.9020 3.3813 2.2645
H 3.6150 2.2491 8.0935
C -2.2874 1.4584 2.3305
H 3.0511 2.7261 0.0378
S -1.0571 0.1461 2.4383

Löwdin atomic charge list, values in e, 2 entries:
1 S 0.620
2 O -0.123

=====

Here is a molecular structure, C36H28BBrF3N5O9S2Zn in a non-equilibrium geometry from OMol25. Energies are from wB97M-V/def2-TZVPD.

Total charge = -2
Orbital gap = 5.8 eV
Relative energy (zero: lowest compared OMol25 entry of this formula, charge and spin) = 0.876 eV

Element x y z (Å)
H -0.7079 -8.8628 -1.8724
C 0.3401 2.7783 -0.5361
C -0.1877 1.9708 -2.6054
C 0.5887 -1.0170 5.4680
C 0.0248 -7.8430 -0.0946
H 2.0495 -8.4193 -0.6644
C -2.1448 3.9117 1.4439
N -3.1344 1.0629 -0.5878
H -3.7062 5.5903 -1.0709
H -4.6033 3.9429 -2.7250
C 0.2082 -1.4928 4.2267
C 1.8670 -4.6632 1.0997
C -3.5256 3.4352 -0.9240
O 1.5304 0.5606 0.8151
C 1.8214 5.1022 -3.1116
N -1.6850 1.5349 1.6886
C -0.4568 -7.8468 -1.5518
N 1.3286 5.5438 -4.2677
H -0.9557 1.9885 5.4015
C -0.6116 -0.7268 3.3943
C -3.3372 4.7685 -0.4696
O -1.1334 -1.1831 2.2567
H 1.6476 -8.7817 1.0192
C -4.2005 3.1321 -2.1283
C 0.1410 0.2220 5.9031
C 1.0900 3.9763 -2.4638
O 1.3864 8.6060 -6.3268
H -1.2868 -9.4707 0.4979
O -0.0109 6.6153 -6.5417
H -1.3420 -7.2218 -1.6784
C -0.7296 -5.4753 0.3651
H -0.6864 1.2016 -3.1852
S 1.3256 7.1627 -6.4502
C 1.2507 -8.7495 0.0025
H -1.7384 -5.7506 0.0824
F 3.9423 -0.8065 1.4439
N 3.0477 7.1774 -4.3665
N -0.2609 1.8466 -1.2765
C 1.0287 3.8447 -1.0849
H -3.8123 -0.2141 -2.0170
H 0.3200 -7.4578 -2.2134
H 0.4624 3.0991 -4.3187
H 2.8634 -4.3416 1.3745
H 0.5482 -2.4582 3.8837
H -1.5513 4.1143 2.3275
O -1.3335 -3.1547 0.8470
C 2.9572 5.6485 -2.5405
C -4.3184 1.8367 -2.5269
H -2.4816 6.0070 1.0240
C 1.9592 6.5644 -4.8457
O 3.3340 2.2044 0.7625
C 3.5337 6.7009 -3.2295
H 0.2997 2.6445 0.5369
C 3.5964 0.1440 2.3185
C 1.6007 -5.9887 0.7068
C -2.6627 4.9938 0.6886
C -3.7524 0.8267 -1.7101
F 4.7265 0.7302 2.7478
C -2.3064 2.6181 1.0347
C -1.0770 -8.4379 0.7926
H 1.5120 4.5571 -0.4299
H -2.2316 2.3092 3.5088
C -1.7064 1.5172 2.9566
S 2.4612 1.3882 1.5742
C 0.3288 -6.4078 0.3434
B -0.5277 -2.0075 1.2447
C 0.8199 -3.7819 1.1112
C -0.6423 1.0020 5.0819
O 0.8193 -2.4756 1.4663
F 3.0292 -0.4594 3.3715
Zn -0.5408 -0.2276 -0.2552
H -2.0054 -7.8710 0.7166
H 2.4258 -6.6876 0.6917
C 0.4513 3.0170 -3.2407
H 0.9740 -9.7675 -0.2843
O 1.8614 2.0300 2.7254
H -0.7701 -8.4329 1.8409
C -0.9883 0.5546 3.8091
H 3.3882 5.2533 -1.6306
H 1.2285 -1.6170 6.1013
H -4.8195 1.5713 -3.4484
H 4.4292 7.1826 -2.8467
O 2.2851 6.5880 -7.3791
C -3.0118 2.3549 -0.1818
C -0.4681 -4.1837 0.7466
Br 0.6187 0.8501 7.6387

Löwdin atomic charge list, values in e, 2 entries:
1 H 0.077
2 C -0.142